C2H6N3OS | ωB97M-V/def2-TZVPD

- Relative energy (zero: lowest compared OMol25 entry of this formula, charge and spin): 132.53 kcal/mol
- Lowest unoccupied orbital energy (spin up / spin down): -6.6 / -6.6 eV
- Gap between HOMO and LUMO (spin up / spin down): 7.7166 / 7.7176 eV

ORCA input file:
```
! RIJCOSX wB97M-V def2-TZVPD def2/J DEFGRID3
* xyz 1 1
C 0.3439 0.7116 0.6232
C 0.1147 0.7903 2.0987
N -0.3655 -2.0765 -3.3389
N 1.3499 0.9497 -0.0809
N -0.6782 -0.0902 0.0698
O -0.7170 -0.7069 -1.2609
S 0.2708 -1.5717 -2.1407
H -0.2945 -0.1071 2.6306
H -0.4320 1.7773 2.2518
H 1.1648 0.8990 2.4732
H -1.2746 -2.2419 -3.8095
H 2.0931 1.4192 0.3933
H -1.5757 0.2473 0.0902
*
```

***

C4H3AgO4 | ωB97M-V/def2-TZVPD

- Lowest unoccupied orbital energy (spin up / spin down): -2.9 / -2.9 eV
- Gap between HOMO and LUMO (spin up / spin down): 4.7023 / 4.6994 eV

ORCA input file:
```
! RIJCOSX wB97M-V def2-TZVPD def2/J DEFGRID3
* xyz 0 1
C 0.3912 0.7751 0.9020
C 0.6111 -0.2672 0.0999
H 1.3788 -1.0113 0.3377
O 0.1319 2.8680 1.3718
C -0.5377 1.8619 0.9845
O -1.7481 1.6431 1.5085
H 1.2946 1.6968 1.2350
O -0.1922 -0.6180 -0.9201
C 0.1900 -1.7503 -1.6489
O -0.5126 -1.8977 -2.6543
Ag 0.7196 -4.1828 -3.3190
H -1.7265 0.8825 2.1030
*
```